Entry from OMol25: a 5-piece molecular cluster, C32H78N4O10PS overall in a non-equilibrium geometry (wB97M-V/def2-TZVPD).

Last column: Löwdin charge in e.
Element x y z (Å)
C  0.689  -2.189  0.442  -0.0701
C  0.687  -3.383  -0.284  -0.2467
C  0.357  -3.297  -1.733  -0.3122
P  1.754  -2.421  -2.716  0.5149
O  0.801  -0.973  -3.047  -0.3336
C  0.067  -1.317  -4.216  -0.2643
C  1.014  -2.152  -5.075  -0.4085
C  2.065  -1.430  -5.942  -0.1339
C  2.284  0.068  -5.656  -0.2893
C  3.458  0.362  -4.742  -0.5658
S  3.586  2.179  -4.476  0.6467
O  1.439  -3.231  -4.244  -0.3028
H  1.637  -1.700  0.657  0.0193
H  -0.237  -1.719  0.759  0.0237
H  0.909  -4.325  0.213  0.0649
H  -0.598  -2.748  -1.799  0.0809
H  0.193  -4.279  -2.188  0.0598
H  2.231  -1.644  -1.576  -0.0113
H  2.641  -3.463  -2.178  -0.0208
H  2.942  -1.917  -3.384  -0.0191
H  -0.402  -0.475  -4.735  0.0956
H  -0.777  -1.956  -3.922  0.1054
H  0.333  -2.637  -5.795  0.1292
H  3.009  -1.963  -5.825  0.1116
H  1.779  -1.532  -6.988  0.0987
H  1.399  0.591  -5.296  0.0746
H  2.543  0.539  -6.611  0.0976
H  4.393  0.038  -5.192  0.0669
H  3.365  -0.096  -3.765  0.0321
H  4.574  2.240  -3.566  -0.1716
C  2.885  0.193  4.707  -0.1123
O  2.092  1.289  4.290  -0.2199
C  1.416  1.058  3.052  -0.2039
C  -0.082  1.062  3.272  -0.2068
N  -0.504  -0.110  4.028  -0.0427
C  -1.895  -0.062  4.461  -0.2001
C  -2.276  0.998  5.493  -0.2243
O  -1.683  0.803  6.766  -0.1788
C  -0.414  1.411  6.934  -0.0940
H  3.410  0.492  5.614  0.0840
H  2.267  -0.682  4.933  0.0837
H  3.624  -0.070  3.945  0.0899
H  1.747  0.132  2.577  0.1134
H  1.673  1.885  2.383  0.1222
H  -0.586  1.066  2.302  0.1262
H  -0.337  1.993  3.802  0.0981
H  0.086  -0.202  4.845  0.0730
H  -2.127  -1.040  4.892  0.1168
H  -2.535  0.054  3.581  0.1183
H  -3.356  0.917  5.654  0.1174
H  -2.096  2.018  5.133  0.1091
H  -0.321  2.332  6.355  0.0697
H  0.393  0.722  6.667  0.0740
H  -0.301  1.652  7.993  0.0867
C  1.303  4.454  5.115  -0.0984
O  -0.048  4.637  5.513  -0.2217
C  -0.205  5.487  6.641  -0.2195
C  -0.969  6.735  6.252  -0.2155
N  -0.161  7.588  5.389  -0.0519
C  -0.898  8.699  4.795  -0.2040
C  -1.987  8.358  3.781  -0.2330
O  -1.497  7.787  2.584  -0.1778
C  -1.371  6.374  2.592  -0.0948
H  1.313  3.735  4.300  0.0694
H  1.743  5.393  4.760  0.0853
H  1.901  4.052  5.937  0.0931
H  0.758  5.740  7.093  0.1236
H  -0.789  4.934  7.384  0.1199
H  -1.239  7.290  7.154  0.1217
H  -1.894  6.414  5.753  0.1082
H  0.228  7.024  4.643  0.0731
H  -0.165  9.332  4.289  0.1168
H  -1.336  9.301  5.598  0.1154
H  -2.460  9.300  3.488  0.1187
H  -2.783  7.738  4.212  0.1092
H  -2.128  5.899  3.221  0.0889
H  -0.374  6.066  2.918  0.0727
H  -1.503  6.024  1.568  0.0888
C  -0.793  2.847  -6.410  -0.1141
O  -1.643  2.121  -5.543  -0.2013
C  -1.349  2.331  -4.160  -0.2041
C  -2.521  3.003  -3.478  -0.2073
N  -2.668  4.383  -3.933  -0.0518
C  -3.899  5.026  -3.488  -0.2071
C  -5.215  4.486  -4.041  -0.2321
O  -5.380  4.691  -5.434  -0.1832
C  -4.862  3.660  -6.258  -0.1004
H  -1.038  2.567  -7.435  0.0863
H  -0.939  3.928  -6.302  0.0808
H  0.257  2.602  -6.226  0.0762
H  -0.430  2.906  -4.027  0.1280
H  -1.193  1.348  -3.708  0.1133
H  -2.360  2.996  -2.397  0.1243
H  -3.418  2.408  -3.699  0.1076
H  -2.645  4.396  -4.945  0.0708
H  -3.829  6.079  -3.774  0.1151
H  -3.937  4.997  -2.394  0.1157
H  -6.022  5.049  -3.562  0.1168
H  -5.379  3.434  -3.781  0.1092
H  -4.922  2.681  -5.778  0.0900
H  -3.828  3.865  -6.546  0.0717
H  -5.458  3.636  -7.171  0.0842
C  2.909  -6.470  -0.676  -0.1156
O  1.724  -7.021  -1.225  -0.2029
C  1.954  -7.899  -2.315  -0.2185
C  1.506  -9.301  -1.953  -0.2162
N  2.389  -9.883  -0.948  -0.0530
C  1.901  -11.137  -0.386  -0.2089
C  0.633  -11.079  0.463  -0.2355
O  0.787  -10.365  1.675  -0.1834
C  0.533  -8.970  1.591  -0.0943
H  2.621  -5.759  0.094  0.0709
H  3.532  -7.256  -0.228  0.0772
H  3.480  -5.938  -1.440  0.0830
H  3.001  -7.888  -2.630  0.1230
H  1.350  -7.541  -3.154  0.1244
H  1.518  -9.929  -2.849  0.1195
H  0.472  -9.232  -1.591  0.1065
H  2.509  -9.217  -0.196  0.0717
H  2.700  -11.536  0.245  0.1146
H  1.751  -11.855  -1.199  0.1143
H  0.390  -12.106  0.752  0.1162
H  -0.231  -10.708  -0.101  0.1088
H  -0.227  -8.736  0.843  0.0906
H  1.447  -8.414  1.372  0.0731
H  0.174  -8.640  2.566  0.0859

Output
Kohn-Sham gap = 5.65 eV
charge = -1


Entry from OMol25: C32H79N7O15Zn as an isolated structure in a non-equilibrium geometry (wB97M-V/def2-TZVPD).

Last column: Löwdin charge in e.
Element x y z (Å)
C  0.934  -1.683  5.262  0.0289
C  0.514  -0.373  4.542  -0.4037
C  -0.394  -0.530  3.387  -0.1280
C  -1.875  -0.945  3.681  -0.1623
C  -2.584  -0.027  4.594  -0.1431
C  -1.777  0.242  5.919  -0.3806
N  -0.340  0.445  5.636  0.1591
O  0.398  1.038  6.720  0.1334
C  -1.939  -0.953  6.921  0.0234
C  -2.412  1.580  6.675  0.0137
C  1.654  0.495  4.049  -0.0104
H  1.529  -1.528  6.162  0.1072
H  1.565  -2.248  4.577  0.0947
H  0.150  -2.426  5.408  0.0860
H  -0.078  -1.345  2.736  0.1272
H  -0.567  0.345  2.760  0.1123
H  -2.030  -1.995  3.929  0.1214
H  -2.526  -0.819  2.816  0.0914
H  -3.548  -0.441  4.892  0.1380
H  -3.065  0.870  4.204  0.1160
H  -2.983  -1.150  7.166  0.1127
H  -1.170  -0.968  7.693  0.1050
H  -1.756  -1.756  6.208  0.0611
H  -2.263  2.517  6.139  0.0819
H  -1.966  1.690  7.663  0.0751
H  -3.486  1.654  6.847  0.0928
H  1.415  1.521  3.773  0.0934
H  1.854  0.037  3.081  0.0653
H  2.539  0.526  4.685  0.1088
C  -5.519  -2.241  -3.641  -0.0105
N  -4.685  -2.666  -4.830  -0.3039
C  -3.964  -3.950  -4.466  0.0264
C  -5.714  -2.897  -6.006  0.0510
C  -3.621  -1.582  -5.194  -0.0605
C  -2.522  -1.213  -4.193  -0.1992
O  -3.062  -0.540  -3.014  -0.1008
H  -6.369  -2.914  -3.528  0.1056
H  -6.051  -1.291  -3.681  0.1218
H  -4.993  -2.380  -2.697  0.0942
H  -3.360  -3.656  -3.607  0.0675
H  -3.186  -4.188  -5.191  0.1177
H  -4.699  -4.725  -4.250  0.1241
H  -6.458  -3.662  -5.783  0.1120
H  -5.129  -3.124  -6.897  0.1065
H  -6.221  -1.958  -6.228  0.1069
H  -4.170  -0.724  -5.581  0.1445
H  -3.006  -2.073  -5.948  0.1334
H  -1.747  -0.594  -4.645  0.1170
H  -2.061  -2.119  -3.799  0.0919
H  -2.387  -0.362  -2.355  -0.0069
Zn  -0.288  1.863  -2.260  1.1284
O  1.171  2.154  -0.846  -0.3729
C  1.294  0.873  -0.168  -0.2253
C  -0.144  0.138  -0.164  -0.2798
O  -0.962  0.034  -1.337  -0.3925
H  1.636  1.023  0.856  0.0969
H  2.037  0.220  -0.628  0.0948
H  -0.742  0.599  0.622  0.0768
H  -0.068  -0.883  0.209  0.1047
C  4.873  0.887  -2.641  -0.2626
C  5.664  1.797  -3.544  -0.2095
O  4.855  2.287  -4.611  -0.0533
O  4.353  -0.163  -3.397  -0.0509
H  4.074  1.418  -2.123  0.0907
H  5.528  0.435  -1.897  0.1320
H  6.475  1.173  -3.919  0.1260
H  6.154  2.660  -3.093  0.1344
H  4.088  1.717  -4.704  0.0570
H  3.672  0.223  -3.953  0.0635
C  -0.468  5.148  1.826  -0.2107
C  -0.903  3.665  1.481  -0.2317
O  -2.148  3.218  1.997  -0.0630
O  -0.628  5.289  3.213  -0.0467
H  -1.002  5.993  1.390  0.1272
H  0.538  5.311  1.438  0.0971
H  -0.135  2.929  1.720  0.0947
H  -0.956  3.598  0.394  0.0767
H  -2.338  2.357  1.618  0.0195
H  0.029  4.788  3.702  0.0875
C  4.144  3.323  0.651  -0.2334
C  4.755  2.018  1.346  -0.1870
O  6.120  2.077  0.923  -0.0828
O  4.849  4.550  0.864  -0.0390
H  3.063  3.318  0.796  0.0958
H  4.336  3.032  -0.382  0.0841
H  4.261  1.070  1.130  0.0987
H  4.881  2.304  2.390  0.1123
H  6.222  2.994  0.660  0.0628
H  4.506  5.250  0.304  0.0833
O  -4.217  1.150  1.899  0.0524
C  -4.104  0.741  0.767  -0.6032
N  -3.661  1.429  -0.250  0.1892
C  -4.206  -0.783  0.547  0.0182
H  -3.443  2.414  -0.199  0.1231
H  -3.219  0.825  -0.928  0.0602
H  -4.261  -0.981  -0.524  0.0499
H  -5.118  -1.206  0.968  0.0976
H  -3.288  -1.269  0.877  0.0515
O  -2.175  -3.460  1.118  0.0561
C  -1.511  -4.068  0.358  -0.6351
N  -0.563  -4.751  0.899  0.1728
C  -1.463  -3.789  -1.186  0.0307
H  -0.671  -4.923  1.888  0.1328
H  0.286  -4.833  0.358  0.1014
H  -0.886  -2.887  -1.389  0.0429
H  -2.487  -3.595  -1.506  0.0633
H  -0.969  -4.653  -1.630  0.0866
O  3.681  5.705  -2.264  0.0762
C  2.788  4.938  -2.069  -0.6517
N  2.932  3.674  -2.393  0.1682
C  1.507  5.502  -1.490  0.0098
H  2.246  2.975  -2.148  0.0258
H  3.644  3.386  -3.049  0.0869
H  1.096  4.867  -0.706  0.0394
H  0.835  5.733  -2.316  0.0882
H  1.795  6.401  -0.944  0.0934
O  3.495  -1.675  2.110  -0.0458
C  3.305  -2.393  1.071  -0.5244
N  2.343  -3.309  1.122  0.1624
C  4.314  -2.232  -0.094  0.0089
H  1.784  -3.486  1.944  0.1025
H  2.067  -3.527  0.175  0.0594
H  3.921  -1.507  -0.808  0.0474
H  4.589  -3.151  -0.611  0.0870
H  5.213  -1.749  0.289  0.0883
O  1.751  -2.784  -1.821  0.0313
C  1.485  -2.433  -2.948  -0.5624
N  0.493  -1.613  -3.235  0.1693
C  2.377  -2.913  -4.157  0.0139
H  0.514  -1.175  -4.145  0.1036
H  -0.017  -1.233  -2.450  0.0468
H  2.416  -2.179  -4.962  0.0616
H  2.273  -3.856  -4.694  0.0813
H  3.442  -2.923  -3.926  0.0788

Output
Kohn-Sham gap = 4.96 eV
charge = +2


Entry from OMol25: a 12-piece molecular cluster, C32H80Br12O20P4 overall in a non-equilibrium geometry (wB97M-V/def2-TZVPD).

Last column: Löwdin charge in e.
Element x y z (Å)
C  7.647  13.781  14.015  -0.1290
O  8.593  13.251  13.120  -0.2133
P  8.794  11.660  12.861  0.4021
O  7.782  10.985  12.010  -0.2415
O  10.274  11.801  12.267  -0.2578
C  10.469  11.908  10.865  -0.0831
O  8.950  10.979  14.281  -0.2379
C  9.884  11.528  15.256  -0.1212
H  7.043  14.526  13.476  0.0914
H  8.053  14.301  14.849  0.0619
H  6.880  13.062  14.400  0.1068
H  11.434  11.543  10.607  0.0286
H  10.410  12.938  10.664  0.0852
H  9.750  11.245  10.411  0.0863
H  10.892  11.769  14.821  0.0360
H  9.821  10.729  15.986  0.0829
H  9.512  12.446  15.732  0.0770
C  13.562  15.914  14.241  -0.1235
O  12.794  16.648  15.197  -0.2249
P  11.217  16.307  15.207  0.3835
O  10.956  14.872  15.299  -0.2180
O  10.549  16.964  13.900  -0.1935
C  11.053  18.146  13.303  -0.1119
O  10.602  17.153  16.378  -0.1988
C  11.004  16.994  17.713  -0.0910
H  13.229  16.172  13.250  0.0673
H  13.402  14.867  14.470  0.0585
H  14.591  16.176  14.301  0.0582
H  12.113  18.388  13.424  0.0899
H  10.472  19.049  13.526  0.0907
H  10.824  18.007  12.244  0.0911
H  10.293  17.513  18.325  0.0867
H  11.966  17.446  17.801  0.0804
H  11.076  15.922  17.978  0.1008
C  23.917  17.461  15.367  -0.0481
O  22.498  17.890  15.267  -0.2239
P  21.653  17.047  14.208  0.3963
O  22.071  15.623  14.069  -0.2577
O  20.200  17.374  14.766  -0.2273
C  19.577  16.343  15.646  -0.0476
O  21.609  17.813  12.771  -0.2443
C  21.333  19.245  12.604  -0.0669
H  23.922  16.375  15.534  0.0705
H  24.457  18.010  16.106  0.0760
H  24.396  17.690  14.411  0.0894
H  19.761  16.551  16.689  0.0925
H  19.916  15.414  15.255  0.0309
H  18.522  16.434  15.471  0.0471
H  21.850  19.615  11.696  0.0947
H  21.558  19.780  13.540  0.0901
H  20.296  19.370  12.358  0.0701
C  24.042  9.206  14.476  -0.0735
O  23.748  9.586  13.118  -0.2068
P  23.104  10.981  12.825  0.2730
O  22.012  11.410  13.707  -0.2372
O  24.385  11.838  12.846  -0.2128
C  24.333  13.177  12.326  -0.0680
O  22.613  10.957  11.337  -0.2075
C  21.320  10.370  10.975  -0.0583
H  24.472  8.223  14.359  0.0904
H  23.119  9.248  15.047  0.0528
H  24.756  9.861  14.964  0.0755
H  25.209  13.746  12.745  0.1101
H  23.362  13.611  12.501  0.0689
H  24.491  13.076  11.268  0.0785
H  20.562  10.765  11.667  0.0784
H  21.344  9.255  10.940  0.0829
H  21.131  10.723  9.957  0.0869
Br  13.746  9.637  9.994  0.6822
C  13.518  8.338  8.590  -0.6886
C  12.873  9.014  7.351  -0.6547
Br  12.544  7.579  6.042  0.6006
H  12.886  7.576  8.993  0.0349
H  14.544  7.950  8.484  0.0507
H  13.449  9.767  6.822  0.0503
H  11.932  9.497  7.530  0.0415
Br  16.189  15.179  17.127  0.6318
C  15.425  13.488  16.431  -0.6980
C  14.124  13.171  17.088  -0.6540
Br  13.558  11.562  16.228  0.7296
H  16.198  12.738  16.631  0.0335
H  15.266  13.635  15.352  0.0334
H  13.312  13.884  16.850  0.0602
H  14.149  12.909  18.065  0.0145
Br  21.818  7.784  17.730  0.5798
C  19.901  8.321  17.863  -0.6224
C  19.572  9.075  16.575  -0.6628
Br  17.621  9.391  16.545  0.6421
H  19.939  9.025  18.688  0.0481
H  19.329  7.418  17.980  0.0475
H  19.785  8.519  15.655  0.0240
H  20.090  10.048  16.562  0.0061
Br  20.195  14.551  10.550  0.6830
C  18.290  14.571  10.761  -0.7222
C  17.876  15.923  11.270  -0.5813
Br  15.819  16.067  11.346  0.5716
H  18.103  13.808  11.463  -0.0047
H  17.864  14.258  9.791  0.0708
H  18.140  16.658  10.500  0.0451
H  18.268  16.278  12.230  0.0562
Br  9.385  6.600  11.092  0.5960
C  9.735  7.738  12.699  -0.5785
C  11.158  8.173  12.457  -0.7309
Br  11.972  9.112  13.950  0.6746
H  9.571  7.082  13.530  0.0528
H  9.006  8.515  12.593  0.0285
H  11.227  8.790  11.629  -0.0190
H  11.848  7.327  12.327  0.0457
Br  19.829  12.730  17.520  0.5735
C  21.721  12.273  16.753  -0.5717
C  22.544  13.518  16.788  -0.6835
Br  24.359  12.934  16.413  0.6662
H  21.530  11.826  15.786  0.0142
H  22.063  11.598  17.544  0.0440
H  22.662  13.841  17.853  0.0624
H  22.246  14.274  16.008  0.0510
C  13.397  12.986  12.453  -0.1389
O  14.578  12.991  13.180  -0.2244
C  15.432  12.057  12.615  -0.2457
C  16.643  11.756  13.425  -0.2082
O  17.631  12.761  13.286  -0.1949
C  18.329  12.899  14.548  -0.1023
H  12.669  13.704  12.825  0.0808
H  12.907  11.994  12.432  0.0649
H  13.619  13.306  11.382  0.1098
H  15.658  12.368  11.584  0.1299
H  14.866  11.083  12.526  0.1088
H  17.018  10.783  12.998  0.1145
H  16.445  11.463  14.516  0.1052
H  19.030  13.734  14.414  0.0839
H  18.784  11.953  14.695  0.0519
H  17.646  13.116  15.362  0.0173
C  20.548  7.560  13.342  -0.1154
O  19.171  7.469  13.570  -0.1700
C  18.361  8.404  12.918  -0.2287
C  17.980  7.989  11.547  -0.1951
O  18.958  8.355  10.558  -0.2104
C  18.559  7.939  9.255  -0.1133
H  20.842  7.465  12.323  0.0642
H  21.103  6.705  13.772  0.1048
H  21.038  8.486  13.705  0.0814
H  18.827  9.401  12.871  0.1295
H  17.443  8.459  13.469  0.1020
H  17.053  8.501  11.333  0.1073
H  17.719  6.940  11.479  0.1310
H  19.239  8.376  8.454  0.1014
H  17.625  8.455  8.981  0.0681
H  18.411  6.779  9.184  0.1214

Output
Kohn-Sham gap = 9.93 eV
charge = 0
structure (SMILES) = COP(=O)(OC)OC.COP(=O)(OC)OC.COP(=O)(OC)OC.COP(=O)(OC)OC.BrCCBr.BrCCBr.BrCCBr.BrCCBr.BrCCBr.BrCCBr.COCCOC.COCCOC


Among the records above, which one has the lowest charge?
C32H78N4O10PS


Among the records above, which one has the lowest Kohn-Sham gap?
C32H79N7O15Zn


charge of number 2 (C32H79N7O15Zn)?
+2


Which value of Kohn-Sham gap does entry 1 give?
5.65 eV